Entry 1:
The following is a DFT calculation (the ωB97M-V functional and the def2-TZVPD basis) of 4 unconnected molecules or ions with the total composition C26H59ClN4O8P.

Output
LUMO level: -0.1080 Eh
total energy: -2648.17920 hartree
strongest force on any atom: 0.8 eV Å⁻¹
charge: +1

Last columns: bonded neighbours and bond lengths (Å).
Cartesian coordinates (Å):
1 C 3.7698 1.2761 -0.1484  O2 1.416, H23 1.094, H24 1.088, H25 1.097
2 O 2.9628 1.8684 -1.1497  C1 1.416, C3 1.409
3 C 1.6118 1.4844 -1.0427  O2 1.409, C4 1.520, H26 1.101, H27 1.103
4 C 0.7410 2.3619 -1.9277  C3 1.520, C5 1.538, H28 1.091, H29 1.094
5 C -0.7124 2.4485 -1.4328  C4 1.538, C6 1.526, H30 1.093, H31 1.095
6 C -1.6796 2.8069 -2.5572  C5 1.526, C7 1.551, H32 1.090, H33 1.093
7 C -2.0243 1.6690 -3.5532  C6 1.551, C8 1.532, H34 1.094, H35 1.090
8 C -1.6930 0.2437 -3.1005  C7 1.532, C9 1.537, H36 1.092, H37 1.099
9 C -2.8208 -0.3639 -2.2517  C8 1.537, C10 1.535, H38 1.090, H39 1.092
10 C -2.6153 -1.8407 -1.8875  C9 1.535, N11 1.472, H40 1.090, H41 1.093
11 N -1.2501 -2.1444 -1.4282  C10 1.472, P12 1.731, C14 1.332
12 P -1.0025 -1.9029 0.2681  N11 1.731, O13 1.468, H42 1.398, H43 1.396
13 O -2.0931 -2.4751 1.0667  P12 1.468
14 C -0.2726 -2.5653 -2.2286  N11 1.332, N15 1.340, N22 1.352
15 N 1.0003 -2.7646 -1.8612  C14 1.340, C16 1.323
16 C 1.6410 -3.1641 -2.9472  N15 1.323, C17 1.480, N21 1.338
17 C 3.0860 -3.4739 -3.0295  C16 1.480, C18 1.541, H44 1.093, H45 1.089
18 C 3.9912 -2.2380 -3.1969  C17 1.541, C19 1.533, Cl20 1.791, H46 1.089
19 C 5.4587 -2.6194 -2.9741  C18 1.533, H47 1.087, H48 1.090, H49 1.088
20 Cl 3.5307 -0.9064 -2.0907  C18 1.791
21 N 0.8018 -3.2435 -3.9860  C16 1.338, N22 1.362, H50 1.008
22 N -0.4233 -2.8479 -3.5422  C14 1.352, N21 1.362, H51 1.007
23 H 3.7172 1.8435 0.7849  C1 1.094
24 H 4.8031 1.2657 -0.4898  C1 1.088
25 H 3.4663 0.2390 0.0404  C1 1.097
26 H 1.2850 1.5643 0.0055  C3 1.101
27 H 1.5242 0.4288 -1.3488  C3 1.103
28 H 1.1997 3.3514 -1.9379  C4 1.091
29 H 0.7854 1.9832 -2.9528  C4 1.094
30 H -0.7509 3.2435 -0.6839  C5 1.093
31 H -0.9999 1.5344 -0.9035  C5 1.095
32 H -2.5939 3.2482 -2.1601  C6 1.090
33 H -1.1916 3.6096 -3.1163  C6 1.093
34 H -3.1033 1.6795 -3.7310  C7 1.094
35 H -1.5716 1.8759 -4.5227  C7 1.090
36 H -0.7177 0.1780 -2.6127  C8 1.092
37 H -1.6225 -0.3789 -4.0040  C8 1.099
38 H -3.0256 0.2205 -1.3544  C9 1.090
39 H -3.7121 -0.3304 -2.8815  C9 1.092
40 H -3.2701 -2.1254 -1.0636  C10 1.090
41 H -2.8919 -2.4976 -2.7155  C10 1.093
42 H -0.9172 -0.5114 0.3791  P12 1.398
43 H 0.2658 -2.4230 0.5339  P12 1.396
44 H 3.2621 -4.0896 -3.9157  C17 1.093
45 H 3.3955 -4.0293 -2.1457  C17 1.089
46 H 3.8586 -1.8216 -4.1939  C18 1.089
47 H 6.1043 -1.9912 -3.5831  C19 1.087
48 H 5.6199 -3.6683 -3.2216  C19 1.090
49 H 5.7168 -2.4490 -1.9309  C19 1.088
50 H 1.0082 -3.5089 -4.9364  N21 1.008
51 H -1.2393 -2.8086 -4.1303  N22 1.007
52 C 6.6271 3.5606 4.8448  O53 1.416, H58 1.089, H59 1.093, H60 1.095
53 O 7.9236 3.4361 4.2905  C52 1.416, C54 1.416
54 C 8.0888 2.2910 3.4740  O53 1.416, C55 1.513, H61 1.095, H62 1.094
55 C 7.9964 2.6256 2.0013  C54 1.513, O56 1.420, H63 1.095, H64 1.094
56 O 6.7039 3.0865 1.6379  C55 1.420, C57 1.417
57 C 6.6181 4.4970 1.5282  O56 1.417, H65 1.095, H66 1.092, H67 1.089
58 H 6.5422 4.5665 5.2522  C52 1.089
59 H 5.8498 3.4154 4.0906  C52 1.093
60 H 6.4812 2.8389 5.6558  C52 1.095
61 H 7.3495 1.5251 3.7324  C54 1.095
62 H 9.0825 1.8812 3.6790  C54 1.094
63 H 8.1979 1.7199 1.4206  C55 1.095
64 H 8.7545 3.3696 1.7380  C55 1.094
65 H 7.0962 4.8438 0.6060  C57 1.095
66 H 7.0806 4.9962 2.3821  C57 1.092
67 H 5.5616 4.7590 1.4949  C57 1.089
68 C -9.2149 1.1565 -0.6660  O69 1.418, H74 1.088, H75 1.093, H76 1.094
69 O -9.2128 0.7628 -2.0280  C68 1.418, C70 1.415
70 C -8.2088 1.3887 -2.8034  O69 1.415, C71 1.513, H77 1.095, H78 1.094
71 C -7.0270 0.4728 -3.0356  C70 1.513, O72 1.421, H79 1.095, H80 1.095
72 O -6.3461 0.1588 -1.8281  C71 1.421, C73 1.416
73 C -6.7000 -1.1046 -1.2942  O72 1.416, H81 1.098, H82 1.091, H83 1.089
74 H -9.8552 0.4605 -0.1276  C68 1.088
75 H -8.2116 1.1251 -0.2345  C68 1.093
76 H -9.6220 2.1665 -0.5562  C68 1.094
77 H -7.8775 2.3188 -2.3304  C70 1.095
78 H -8.6490 1.6427 -3.7724  C70 1.094
79 H -6.3126 0.9780 -3.6944  C71 1.095
80 H -7.3583 -0.4438 -3.5346  C71 1.095
81 H -6.2334 -1.9152 -1.8688  C73 1.098
82 H -7.7812 -1.2524 -1.2885  C73 1.091
83 H -6.3331 -1.1430 -0.2693  C73 1.089
84 C -2.4006 -3.2047 6.9069  O85 1.417, H90 1.089, H91 1.092, H92 1.095
85 O -1.6408 -3.6384 5.7923  C84 1.417, C86 1.417
86 C -1.9924 -2.9975 4.5782  O85 1.417, C87 1.513, H93 1.094, H94 1.094
87 C -1.0246 -1.8906 4.2235  C86 1.513, O88 1.418, H95 1.091, H96 1.097
88 O -1.0593 -0.8229 5.1560  C87 1.418, C89 1.416
89 C -0.0115 -0.8624 6.1075  O88 1.416, H97 1.096, H98 1.092, H99 1.089
90 H -1.9062 -3.5758 7.8028  C84 1.089
91 H -2.4582 -2.1150 6.9573  C84 1.092
92 H -3.4145 -3.6166 6.8680  C84 1.095
93 H -3.0108 -2.6001 4.6305  C86 1.094
94 H -1.9678 -3.7513 3.7862  C86 1.094
95 H -1.3093 -1.4847 3.2512  C87 1.091
96 H -0.0068 -2.2922 4.1444  C87 1.097
97 H 0.9390 -0.5616 5.6514  C89 1.096
98 H 0.0998 -1.8571 6.5446  C89 1.092
99 H -0.2594 -0.1548 6.8967  C89 1.089


Entry 2:
The following is a DFT calculation (the ωB97M-V functional and the def2-TZVPD basis) of 3 unconnected molecules or ions with the total composition C26H60NO12P2Si.

Output
LUMO level: -0.1352 Eh
total energy: -2955.89744 hartree
strongest force on any atom: 10.0 eV Å⁻¹
charge: +1

Last columns: bonded neighbours and bond lengths (Å).
Cartesian coordinates (Å):
1 C -2.2294 -2.9402 -3.1795  Si2 1.962, H21 1.193, H22 1.187, H23 1.180
2 Si -0.6557 -3.6605 -4.1044  C1 1.962, C3 1.953, C4 1.921, O5 1.751
3 C 0.2162 -4.8770 -2.8497  Si2 1.953, H24 1.193, H25 1.171, H26 1.171
4 C -1.2976 -4.7414 -5.5576  Si2 1.921, H27 1.170, H28 1.193, H29 1.182
5 O 0.4725 -2.3924 -4.5329  Si2 1.751, C6 1.469
6 C 0.7809 -2.3530 -5.9688  O5 1.469, C7 1.639, H30 1.194, H31 1.194
7 C 1.8732 -3.4838 -6.4306  C6 1.639, C8 1.637, H32 1.194, H33 1.180
8 C 3.3717 -3.3169 -5.7929  C7 1.637, C9 1.639, C16 1.673, N20 1.511
9 C 3.8299 -1.7773 -5.4689  C8 1.639, C10 1.642, H34 1.187, H35 1.188
10 C 5.4522 -1.5372 -5.3866  C9 1.642, C11 1.669, H36 1.193, H37 1.187
11 C 5.6756 -0.3546 -4.2300  C10 1.669, C12 1.665, H38 1.171, H39 1.193
12 C 5.3830 -0.9457 -2.7012  C11 1.665, O13 1.471, H40 1.193, H41 1.173
13 O 4.5130 -0.0662 -1.9060  C12 1.471, C14 1.484
14 C 3.3380 -0.8851 -1.5176  O13 1.484, O15 1.361, H42 1.191
15 O 3.2418 -1.5466 -0.3318  C14 1.361
16 C 4.4357 -3.8681 -6.9600  C8 1.673, O17 1.497, H43 1.173, H44 1.193
17 O 3.8959 -5.2100 -7.3475  C16 1.497, C18 1.471
18 C 4.1517 -6.1456 -6.2417  O17 1.471, C19 1.637, H45 1.194, H46 1.193
19 C 3.6554 -5.6397 -4.7663  C18 1.637, N20 1.510, H47 1.194, H48 1.194
20 N 3.6470 -4.1438 -4.5585  C8 1.511, C19 1.510, H49 1.064, H50 1.064
21 H -2.9525 -3.8195 -2.8216  C1 1.193
22 H -1.9317 -2.3037 -2.2232  C1 1.187
23 H -2.8859 -2.2626 -3.8875  C1 1.180
24 H -0.5131 -5.0816 -1.9275  C3 1.193
25 H 0.4631 -5.8447 -3.4619  C3 1.171
26 H 1.2212 -4.4020 -2.4818  C3 1.171
27 H -0.4926 -5.4009 -6.0930  C4 1.170
28 H -2.0919 -5.5053 -5.1011  C4 1.193
29 H -1.9123 -4.0422 -6.2861  C4 1.182
30 H 1.1897 -1.2524 -6.1861  C6 1.194
31 H -0.1797 -2.4472 -6.6712  C6 1.194
32 H 2.0031 -3.3966 -7.6139  C7 1.194
33 H 1.5278 -4.5955 -6.2373  C7 1.180
34 H 3.3929 -1.0877 -6.3310  C9 1.187
35 H 3.2821 -1.4282 -4.4745  C9 1.188
36 H 5.8206 -1.1223 -6.4424  C10 1.193
37 H 6.0619 -2.4973 -5.0461  C10 1.187
38 H 6.7729 0.0524 -4.2051  C11 1.171
39 H 4.9807 0.5789 -4.4929  C11 1.193
40 H 4.7855 -1.9679 -2.8496  C12 1.193
41 H 6.3993 -1.2327 -2.1913  C12 1.173
42 H 2.4114 -0.9793 -2.2591  C14 1.191
43 H 4.5149 -3.1278 -7.8669  C16 1.173
44 H 5.5044 -4.1045 -6.4849  C16 1.193
45 H 3.5149 -7.1248 -6.4886  C18 1.194
46 H 5.2858 -6.5143 -6.2733  C18 1.193
47 H 4.4388 -6.0796 -3.9799  C19 1.194
48 H 2.6091 -6.1053 -4.4298  C19 1.194
49 H 4.5326 -3.8531 -4.0443  N20 1.064
50 H 2.8630 -3.9330 -3.8704  N20 1.064
51 O -1.8819 0.9398 -0.5218  P52 1.548
52 P -2.8130 0.7687 0.7035  O51 1.548, O53 1.660, O56 1.664, O59 1.730
53 O -3.1777 2.3875 0.7615  P52 1.660, C54 1.421
54 C -3.8056 2.9722 -0.3712  O53 1.421, C55 1.516, H62 1.094, H63 1.094
55 C -5.2787 2.6196 -0.4267  C54 1.516, H64 1.094, H65 1.094, H66 1.094
56 O -1.5532 0.7406 1.7906  P52 1.664, C57 1.422
57 C -0.3679 0.0364 1.4441  O56 1.422, C58 1.519, H67 1.098, H68 1.094
58 C 0.7054 1.0087 0.9857  C57 1.519, H69 1.094, H70 1.094, H71 1.095
59 O -3.8532 0.5774 2.0726  P52 1.730, C60 1.426
60 C -3.7931 1.4440 3.2038  O59 1.426, C61 1.516, H72 1.098, H73 1.094
61 C -4.9152 2.4625 3.1688  C60 1.516, H74 1.093, H75 1.096, H76 1.092
62 H -3.3070 2.6682 -1.2962  C54 1.094
63 H -3.6903 4.0573 -0.2886  C54 1.094
64 H -5.4326 1.5392 -0.3530  C55 1.094
65 H -5.7249 2.9790 -1.3585  C55 1.094
66 H -5.8163 3.0808 0.4070  C55 1.094
67 H -0.5744 -0.7226 0.6786  C57 1.098
68 H -0.0197 -0.4993 2.3321  C57 1.094
69 H 0.3237 1.7334 0.2606  C58 1.094
70 H 1.5489 0.4762 0.5361  C58 1.094
71 H 1.0764 1.5907 1.8354  C58 1.095
72 H -2.8227 1.9491 3.3025  C60 1.098
73 H -3.9198 0.8080 4.0851  C60 1.094
74 H -4.6673 3.3039 2.5175  C61 1.093
75 H -5.0862 2.8829 4.1665  C61 1.096
76 H -5.8460 2.0264 2.7994  C61 1.092
77 O -0.2181 5.6850 7.0691  P78 1.548
78 P -1.7378 5.4550 7.2565  O77 1.548, O79 1.660, O82 1.664, O85 1.730
79 O -1.5095 4.3801 8.5013  P78 1.660, C80 1.421
80 C -0.8409 4.8403 9.6677  O79 1.421, C81 1.516, H88 1.094, H89 1.094
81 C -1.7590 5.6810 10.5324  C80 1.516, H90 1.094, H91 1.094, H92 1.094
82 O -1.8389 4.3791 5.9909  P78 1.664, C83 1.422
83 C -1.0990 4.6462 4.8067  O82 1.422, C84 1.519, H93 1.098, H94 1.094
84 C 0.1616 3.7995 4.7730  C83 1.519, H95 1.094, H96 1.094, H97 1.095
85 O -3.4358 5.1980 7.4658  P78 1.730, C86 1.426
86 C -3.9990 3.8952 7.6060  O85 1.426, C87 1.516, H98 1.098, H99 1.094
87 C -4.3191 3.5945 9.0569  C86 1.516, H100 1.093, H101 1.096, H102 1.092
88 H 0.0583 5.4058 9.4065  C80 1.094
89 H -0.5123 3.9598 10.2283  C80 1.094
90 H -2.2270 6.4828 9.9540  C81 1.094
91 H -1.2045 6.1217 11.3660  C81 1.094
92 H -2.5648 5.0680 10.9471  C81 1.094
93 H -0.8658 5.7157 4.7252  C83 1.098
94 H -1.7299 4.3958 3.9488  C83 1.094
95 H 0.7061 3.8314 5.7213  C84 1.094
96 H 0.8325 4.1291 3.9740  C84 1.094
97 H -0.0929 2.7489 4.6002  C84 1.095
98 H -3.3598 3.1071 7.1855  C86 1.098
99 H -4.9303 3.8996 7.0317  C86 1.094
100 H -3.4303 3.2632 9.5990  C87 1.093
101 H -5.0486 2.7798 9.1304  C87 1.096
102 H -4.7097 4.4730 9.5755  C87 1.092